# C5H9NO

C5H9NO as an isolated structure (the ωB97M-V functional and the def2-TZVPD basis, OMol25).

Results
- Kohn-Sham gap: 9.94 eV
- HOMO: -9.01 eV
- Energy above the lowest of the compared OMol25 structures with the same formula, charge and spin: 92.8 kcal/mol
- LUMO level: 0.9 eV
- Largest force on an atom: 5.92 eV Å⁻¹

Last column: natural (NBO) charge in e.
Cartesian coordinates (Å):
H 0.1267 -1.8457 -0.8472  0.223
H -2.4045 0.4934 -0.7986  0.381
C 0.2032 1.4465 -0.0447  -0.088
C 0.2741 -0.7532 -0.9765  -0.441
H 0.8845 -0.1733 2.0836  0.205
O 1.5472 1.0212 0.0095  -0.523
N -2.0061 0.2485 0.1397  -0.850
C 1.4561 -0.4300 -0.0849  0.063
H -2.3619 -0.5997 0.6700  0.386
C 0.4122 -0.5732 0.9983  -0.398
H 0.1336 -1.6747 1.1084  0.191
C -0.5731 0.1062 0.0238  0.088
H 0.1950 -0.2661 -1.9076  0.203
H -0.1654 1.6438 -1.0521  0.150
H -0.0828 2.2723 0.6944  0.206
H 2.3610 -0.9160 -0.0162  0.204

# C14H10F6N6O5S2Sc

C14H10F6N6O5S2Sc as an isolated structure (the ωB97M-V functional and the def2-TZVPD basis, OMol25).

Results
- Kohn-Sham gap: 7.83 eV
- HOMO: -11.70 eV
- Energy above the lowest of the compared OMol25 structures with the same formula, charge and spin: 24.9 kcal/mol
- LUMO level: -3.9 eV
- Total charge: +1
- Largest force on an atom: 1.07 eV Å⁻¹

Last column: natural (NBO) charge in e.
Cartesian coordinates (Å):
C -0.8666 0.1094 -2.2652  0.237
N -0.9968 1.6262 3.9668  -1.116
F 0.6909 -1.6217 5.0672  -0.272
C -0.9530 0.7163 -3.5054  -0.219
O 0.4632 -1.8551 0.6444  -0.677
H -0.0394 -4.0096 -1.6787  0.259
H -2.5004 -1.2908 -2.3671  0.246
F 0.6813 0.2898 6.0946  -0.264
H -1.4121 0.1774 -4.3245  0.242
C 0.0135 -0.5203 5.3108  0.817
C -0.0298 -2.2925 -0.4245  0.773
C 0.6707 -3.3073 -1.2475  -0.742
C 3.5976 -0.5102 -1.5651  -0.539
C -0.4300 1.9776 -3.6895  -0.097
N -1.2340 -1.8167 -0.7989  -0.568
F -2.7997 0.6399 1.0574  -0.316
F -1.1779 -0.7890 5.7908  -0.270
H 1.3985 -3.8208 -0.6247  0.275
F -3.5691 0.7885 3.0798  -0.278
C 0.1599 2.6173 -2.6090  -0.226
F -3.8743 2.4137 1.6747  -0.271
H -0.4755 2.4556 -4.6588  0.245
N 2.2592 0.4769 0.3359  -0.667
C 0.1982 1.9607 -1.4054  0.067
S -1.4662 2.3328 2.6228  2.221
N -0.2970 0.7171 -1.2098  -0.561
C 2.7153 -0.7008 -2.6753  0.328
H -1.7319 -1.3121 -0.0736  0.402
N 1.9067 -0.8836 -3.4787  -0.389
S -0.1925 0.3151 3.6663  2.152
O 1.1505 0.5154 3.0983  -0.883
C 4.9671 -0.9050 -1.5695  0.265
H 0.5868 3.6062 -2.6944  0.250
H 1.2070 -2.8089 -2.0632  0.291
H -0.9441 -1.9433 -2.8619  0.257
C -3.0537 1.4720 2.0820  0.760
C 2.9630 0.0040 -0.4749  0.583
H 0.6447 2.4498 -0.5514  0.224
N 6.0712 -1.2276 -1.5722  -0.261
C -1.4363 -1.2961 -2.1369  -0.266
Sc 0.3629 0.1644 1.0258  1.711
O -0.9120 -0.5700 2.7229  -0.929
O -0.5118 1.9598 1.5300  -0.984
O -1.8043 3.6955 2.7558  -0.809

# C5H8N2

One molecule with the formula C5H8N2 (the ωB97M-V functional and the def2-TZVPD basis, OMol25).

Results
- Kohn-Sham gap: 8.80 eV
- HOMO: -7.77 eV
- Energy above the lowest of the compared OMol25 structures with the same formula, charge and spin: 93.6 kcal/mol
- LUMO level: 1.0 eV
- Largest force on an atom: 0.67 eV Å⁻¹

Last column: natural (NBO) charge in e.
Cartesian coordinates (Å):
C 0.5436 -0.3243 -0.5618  -0.126
C -1.2495 -1.7740 -0.0894  0.192
C -0.0729 0.7150 -0.0613  0.107
H 1.7068 2.3770 1.2063  0.222
N -1.5756 -3.0488 0.1367  -0.815
H -2.5527 -3.2735 0.2027  0.396
H 0.8438 3.7717 0.4629  0.212
C 1.0436 2.7065 0.4044  -0.619
H -0.9202 -3.8253 0.1849  0.351
C -0.2602 1.9480 0.3036  -0.270
H 1.2651 -0.2218 -1.3737  0.195
H -1.2100 2.4588 0.1608  0.220
H 1.5668 2.5181 -0.5448  0.203
N 0.0881 -1.6087 -0.2293  -0.631
H 0.7539 -2.3763 -0.2698  0.362

# C48H34MnN6O3P3Se2

C48H34MnN6O3P3Se2 as an isolated structure (the ωB97M-V functional and the def2-TZVPD basis, OMol25).

Results
- Kohn-Sham gap (alpha / beta): 6.84 / 7.88 eV
- HOMO (alpha / beta): -8.30 / -8.47 eV
- Energy above the lowest of the compared OMol25 structures with the same formula, charge and spin: 0.0 kcal/mol
- LUMO level (alpha / beta): -1.5 / -0.6 eV
- Spin multiplicity: 5
- <S²>: 6.0658
- Largest force on an atom: 0.40 eV Å⁻¹

Last column: Löwdin spin population.
Cartesian coordinates (Å):
C -5.4058 -1.7071 -1.9220  0.001
H -1.9273 5.6578 -1.4406  0.000
C 2.0588 -0.4859 3.8491  0.000
C 3.2381 3.8942 0.7780  0.000
N -0.5142 -1.1168 -0.2102  -0.021
N -1.8268 -1.1123 -7.1559  0.008
C -1.8860 2.1128 0.0750  0.004
C 4.0741 -1.7215 4.3138  0.000
C -0.8115 -4.1983 4.8011  0.000
N -1.4492 -1.2154 1.7185  0.004
C -0.3743 -1.8427 4.5798  0.000
N -1.6420 -1.3705 0.4405  0.010
C -2.0344 2.2725 -1.3030  0.010
C -6.3826 -0.8378 -1.4688  0.001
H -0.8378 -5.1909 4.3702  0.000
H 0.7427 1.7269 1.4692  0.000
H -0.2061 1.9763 -4.0441  0.000
O -0.4028 -1.1804 -4.1055  0.000
C 4.0817 3.0593 0.0511  0.000
H -6.8318 1.1900 -0.9136  0.000
C -0.8088 -0.9254 -6.6589  0.002
H 5.8272 -0.5482 4.7066  0.000
C 4.1247 0.6809 4.2700  0.000
C 1.6851 2.0853 1.0749  0.000
N 0.6621 -0.7949 -4.7687  -0.011
H 3.4596 -4.9742 1.1330  0.000
Se 1.9602 -0.7721 -2.1188  -0.016
Mn -0.4933 -1.1064 -2.2196  3.745
H -1.6486 3.0668 1.9674  0.000
H 4.8082 -0.2144 1.1880  0.000
H -5.6305 -2.7494 -2.0993  0.000
H -2.3488 2.7911 -7.6540  0.000
H -1.5456 -4.8360 6.7128  0.000
C -3.7973 0.0771 -1.9634  0.004
H 1.3729 4.0563 1.8360  0.000
C 2.7680 0.7050 3.9789  0.000
C 2.7230 -1.7023 4.0080  0.000
C -0.3941 -3.1245 4.0321  0.000
O -3.6195 -3.3312 -3.2154  0.009
C 3.7320 1.7384 -0.1612  0.000
C -1.2116 -3.9967 6.1160  0.000
C -1.7569 3.2188 0.9009  0.000
C -4.7941 0.9494 -1.5233  0.002
H -7.3819 -1.2062 -1.2752  0.000
C 5.4175 -2.2393 1.5334  0.000
C 5.0421 -3.5718 1.5241  0.000
H 4.5773 -2.6698 4.4530  0.000
P -2.1663 0.7845 -2.3456  0.060
H -4.3880 1.8048 -6.6655  0.000
C 4.7744 -0.5307 4.4521  0.000
C 0.4646 -0.6834 -6.0343  0.018
P 0.2500 -0.4240 3.6449  0.000
C -3.4766 1.8644 -6.0848  0.000
C -1.9123 4.6640 -1.0113  0.000
C -2.3325 2.4147 -6.6392  0.002
C -1.1568 2.4638 -5.8993  0.000
O -1.9016 -2.3187 -2.2571  0.102
H -4.3573 0.9413 -4.3620  0.000
H -1.5187 -2.5621 7.6813  0.000
C -3.1602 -2.3866 -2.6184  0.014
P 2.0681 -0.4510 0.0334  0.003
H 5.0046 3.4437 -0.3623  0.000
H -1.6600 5.3614 1.0014  0.000
C 3.2398 -1.6178 0.7429  0.000
H -1.9034 1.1247 0.5218  0.000
H 5.7496 -4.3350 1.8226  0.000
C -1.1318 1.9566 -4.6109  0.003
H 4.6651 1.6126 4.3811  0.000
C 2.5405 1.2438 0.3752  0.002
N 2.4424 0.0958 -7.5025  0.009
C -0.1610 -0.8421 1.9330  0.006
H 2.2433 1.6483 3.8946  0.000
C -2.0510 3.5585 -1.8396  0.005
H -2.1739 3.7031 -2.9047  0.000
H -0.7835 -0.6399 6.3024  0.000
Se -0.5529 1.4339 4.2289  0.001
H 1.8674 -3.2443 0.4006  0.000
H -4.5606 1.9959 -1.3769  0.000
C 3.7559 -3.9334 1.1381  0.000
H -0.2553 2.8801 -6.3323  0.000
C -2.2873 1.4203 -4.0405  0.006
C -1.7636 4.4968 0.3576  0.004
C 2.0416 3.4107 1.2813  0.000
H 6.4137 -1.9566 1.8481  0.000
C 2.8585 -2.9614 0.7370  0.001
C 0.4496 -0.7843 0.6893  0.004
C 1.5729 -0.2532 -6.8384  0.002
H 2.1834 -2.6373 3.9286  0.000
C -3.4593 1.3730 -4.7853  0.003
C 4.5151 -1.2544 1.1532  0.000
C -6.0774 0.4984 -1.2660  0.000
C -1.1969 -2.7217 6.6604  0.000
H 4.3717 1.1020 -0.7618  0.000
C -4.1023 -1.2779 -2.1618  0.002
H -0.1057 -3.2842 3.0011  0.000
H 3.5123 4.9295 0.9361  0.000
C -0.7802 -1.6430 5.8934  0.000

# C6H11N

One molecule with the formula C6H11N (the ωB97M-V functional and the def2-TZVPD basis, OMol25).

Results
- Kohn-Sham gap: 9.71 eV
- HOMO: -8.60 eV
- Energy above the lowest of the compared OMol25 structures with the same formula, charge and spin: 41.9 kcal/mol
- LUMO level: 1.1 eV
- SMILES: C=C/C=C/CNC
- Largest force on an atom: 1.31 eV Å⁻¹

Last column: natural (NBO) charge in e.
Cartesian coordinates (Å):
H -0.5706 -0.2294 -1.4534  0.199
H 2.4050 -0.9221 -3.3420  0.204
C -0.9113 0.3238 2.6387  -0.205
C -2.0578 0.2838 3.3118  -0.383
H 0.0297 0.2285 3.1720  0.201
N 1.4617 -0.5683 -1.5119  -0.603
C -0.8695 0.3731 1.1771  -0.231
H -2.9848 0.5294 2.7944  0.184
H -2.1684 0.1225 4.3754  0.200
H 1.1835 0.0054 0.9899  0.197
H -1.8360 0.4854 0.6902  0.197
C 0.2416 0.1491 0.4782  -0.152
C 1.3993 -0.7333 -2.9650  -0.424
H 0.8469 -1.6520 -3.2162  0.188
H 0.4374 1.2801 -1.2889  0.182
H 2.2513 0.0487 -1.3417  0.339
H 0.8275 0.0468 -3.4870  0.171
C 0.3145 0.2285 -1.0214  -0.265

# C58H81F5O14

A 12-piece molecular cluster, C58H81F5O14 overall (the ωB97M-V functional and the def2-TZVPD basis, OMol25).

Results
- Kohn-Sham gap: 9.57 eV
- HOMO: -9.19 eV
- Energy above the lowest of the compared OMol25 structures with the same formula, charge and spin: 0.0 kcal/mol
- LUMO level: 0.4 eV
- SMILES: CCOC(C)=O.CCOC(C)=O.CCOC(C)=O.CCOC(C)=O.CCOC(C)=O.CCOC(C)=O.CCOC(C)=O.Fc1ccccc1.Fc1ccccc1.Fc1ccccc1.Fc1ccccc1.Fc1ccccc1
- Largest force on an atom: 3.22 eV Å⁻¹

Last column: Löwdin charge in e.
Cartesian coordinates (Å):
H -6.1318 3.5310 -1.6471  0.083
C -1.5132 3.8938 -0.1873  -0.067
H 6.9546 -0.6790 1.9579  0.123
C -2.8143 -1.2055 4.2480  -0.234
H -1.6723 -4.0998 -3.2319  0.067
H 3.1228 -0.9833 8.9581  0.106
H -4.6249 -2.3052 3.8270  0.113
C -7.1089 3.1767 -1.3171  0.020
C -4.1301 -1.6206 4.4926  -0.014
H -5.4963 3.0395 2.2508  0.130
H -3.6139 1.7134 0.7120  0.055
C -4.1812 -0.2340 6.4479  -0.106
F -2.1400 -1.6769 3.1440  0.029
C 7.2165 2.5754 -3.9394  -0.054
H -3.4439 1.4922 2.4619  0.042
O -5.9447 2.2526 0.3747  -0.039
H 2.2054 3.5978 2.2089  0.091
H -2.9312 -1.3579 -2.9849  0.108
C 1.7213 -3.7920 6.2058  -0.230
H -2.8994 -0.6578 -5.4905  0.131
O 5.1450 2.1995 -2.8127  -0.010
F 4.1865 -4.2842 -2.9376  0.049
H 4.8967 -2.3124 5.3557  0.099
H -0.5263 -2.8474 -3.3372  0.050
C 3.7717 -1.7725 8.5538  0.025
H 2.2394 1.0775 -1.9821  0.071
C 3.8350 -3.3640 -5.0804  -0.008
H 2.4831 -1.4936 2.3094  0.090
H 7.6895 2.5127 -2.9516  0.083
O -1.6929 1.0352 -5.2555  -0.021
H -2.8860 0.6750 -1.6106  0.038
C 2.2510 -1.5890 -5.3811  -0.093
C 4.9581 -1.5389 4.6137  -0.022
H -4.2889 0.3011 1.4848  0.058
H 0.9401 2.3752 2.2175  0.041
C 0.7959 3.8638 -0.6669  -0.284
H 0.6072 2.0704 -4.0585  0.096
H 3.7534 0.0362 -2.1741  0.075
C 3.3363 1.0099 -1.9465  0.030
H -2.7758 2.6535 5.4121  0.050
C -3.8300 0.3608 -1.9369  -0.038
C -5.4716 2.0725 1.7292  -0.141
H -1.4338 -0.1739 -0.3339  0.076
O -0.2905 4.2074 4.3648  -0.004
H -5.8088 -1.4711 5.7637  0.113
H -1.8992 -3.9378 0.1469  0.084
C -0.4088 2.0996 -3.6317  0.046
C 1.2065 -3.2437 4.9182  -0.068
C 3.8638 2.0090 -3.0248  -0.534
H -0.4611 -5.6407 -4.4805  0.122
H -1.9458 1.1167 -7.6810  0.095
O -3.5985 -3.6932 -1.9263  0.091
H -2.3513 3.5239 0.4364  0.107
H 0.6505 -2.3341 4.9477  0.059
C -0.6328 5.4199 -1.8414  -0.083
F 0.7728 -0.0888 3.6482  0.015
H 2.1971 -4.7533 5.9721  0.131
C 3.0090 -2.9432 8.0397  -0.494
C 5.1802 0.4940 2.7384  -0.071
O -1.6596 2.8414 3.2541  0.077
C 1.6847 -1.1628 1.7204  -0.003
H 4.5400 -4.0930 -5.4522  0.120
H -0.1724 -4.2768 -2.2097  0.092
H -2.8467 -2.8517 1.1664  0.059
C 0.5479 4.3717 3.1592  -0.149
H 1.7631 -0.8726 -6.0605  0.116
H -1.5057 3.5184 6.3895  0.103
O 0.7637 -5.3305 -6.8758  0.096
H -4.5848 0.5336 -1.1673  0.070
H -1.2283 0.1676 4.8462  0.102
H -1.2754 -0.7040 -6.3483  0.110
H 0.7614 -4.0193 4.2920  0.090
H 0.9247 -3.9828 6.9504  0.131
C 0.0374 -4.6729 -4.3417  -0.179
C -2.2022 3.5584 5.5267  0.034
H 1.1239 -4.9326 -4.3107  0.123
O -7.7405 3.2386 1.0632  0.093
O -0.2852 -3.8888 -5.5411  -0.034
C 3.5138 -3.4068 -3.7328  -0.275
C 1.4821 -1.5549 0.4109  -0.077
O 2.6114 -3.8589 8.7486  0.086
H 5.6764 4.0345 -3.3915  0.109
H 1.1353 -1.0374 -3.5744  0.083
H 2.1884 -2.2421 -0.0899  0.108
C 5.7697 3.0669 -3.8046  -0.188
H -3.5952 1.1360 -7.1313  0.084
H -6.2333 1.4557 2.1332  0.106
C -2.7367 0.4830 -7.2412  -0.088
H -0.4598 -2.3355 -7.3486  0.051
H 3.4328 1.4055 3.6062  0.085
H -0.3901 2.1258 -2.5277  0.090
C 4.0925 0.5072 3.6534  -0.095
H 7.0685 1.5733 -4.3034  0.072
C -0.3176 -3.3205 -7.7689  0.031
C 1.9212 -1.6539 -4.0417  -0.081
C -0.2867 3.3893 0.0313  -0.073
H 0.1390 -1.5293 -1.2584  0.077
O 3.2217 2.5082 -3.9296  0.066
H -0.8745 2.9197 -4.1301  0.083
H 0.3329 -3.3550 -8.6195  0.083
C 1.4115 3.1444 2.8318  -0.061
C 3.1930 -2.4434 -5.8872  -0.089
O -0.8262 -0.3030 -3.6564  0.046
H -0.2019 2.6690 0.8140  0.078
C 0.7190 -0.3869 2.2996  -0.255
H 7.7623 3.1362 -4.6740  0.070
H -2.9300 -0.2976 -7.9742  0.086
C 0.6610 4.8595 -1.6211  0.001
H 1.8228 2.7130 3.7301  0.064
C -2.9089 -3.5963 0.3733  0.044
F 6.8320 -2.5983 3.7202  0.024
C -2.9077 0.1792 6.1884  -0.103
C 0.3513 -1.2411 -0.2621  -0.082
H 3.2592 -0.5535 5.4498  0.108
H -0.6578 6.1905 -2.5995  0.103
C -7.0352 2.9031 0.1321  -0.590
H -7.7419 4.0428 -1.5491  0.095
C 5.9519 -1.5398 3.6474  -0.270
H 1.5242 5.2449 -2.1639  0.122
H -4.7438 0.1404 7.2993  0.110
H 2.1281 -3.1259 4.3358  0.073
H -4.6149 -1.5911 -2.4712  0.126
C -1.4093 3.5166 4.2281  -0.535
C -0.9753 0.8152 -4.1256  -0.502
H 3.4731 -2.3211 -6.9221  0.109
C -1.7223 4.9135 -1.1772  -0.073
C 0.1378 -4.3066 -6.7332  -0.569
C -3.6761 -1.1074 -2.2256  -0.217
C -0.4649 -0.0642 1.6531  -0.027
C -2.1425 -0.0983 -6.0539  -0.226
F 2.0313 3.3424 -0.5496  0.059
C -0.5911 -3.9247 -3.1687  -0.059
O 2.6874 -2.8517 6.7043  -0.048
C -3.3445 -3.0163 -0.9731  -0.566
H -7.2953 2.2675 -1.9057  0.100
H -1.1062 0.6223 2.1697  0.088
H 3.6823 1.3364 -0.9583  0.076
H 5.1965 1.2591 1.9483  0.101
C -4.7925 -1.1124 5.5891  -0.092
H 4.3847 -2.1636 9.3232  0.076
C -0.6116 -0.3917 0.3073  -0.030
H -0.1157 4.6656 2.3221  0.119
H 1.2157 5.1530 3.4445  0.110
H -2.4632 0.9556 6.8385  0.110
O -3.2383 -1.7085 -1.0257  -0.013
C 6.1193 -0.5762 2.6669  -0.005
H -2.7212 5.2223 -1.4830  0.101
H -1.3165 -3.7449 -8.0058  0.109
H 2.3012 -2.7248 -2.1649  0.096
C -4.0925 1.3282 1.6176  -0.028
H -3.5456 -4.4692 0.5969  0.096
C -2.1995 -0.2590 5.0635  -0.006
H 4.3896 -1.3881 7.7437  0.075
H -4.1658 0.9251 -2.8049  0.089
C 3.9937 -0.5081 4.6214  -0.079
H 5.2252 2.9374 -4.7576  0.125
H -2.8174 4.4641 5.6012  0.096
C 2.5427 -2.5798 -3.2110  -0.030